(1)
A cluster of 2 separate species, C6H12N in total at a distorted geometry. Source: OMol25; level of theory: the ωB97M-V functional and the def2-TZVPD basis.

The geometry in XYZ format:
```
19
Properties=species:S:1:pos:R:3:forces:R:3:nbo_charge:R:1
C -0.300454 1.385420 2.944190 -0.65 0.31 -0.11 -0.2125
C -0.809829 0.314409 2.980785 0.88 1.52 -0.15 -0.2211
C -0.698929 -0.236504 -1.172587 -2.48 1.57 -1.00 0.3186
C -1.039393 1.140262 -1.710290 4.58 -0.48 3.64 -0.6661
C 0.179815 -1.912676 0.010286 4.27 -2.47 3.38 -0.4411
C 1.238612 0.394373 -0.062725 1.88 -0.44 5.01 -0.4397
N 0.258817 -0.537654 -0.388032 -3.37 -0.96 -2.83 -0.2530
H -0.183719 2.404746 2.874194 0.63 1.64 0.08 0.2330
H -0.902971 -0.673976 2.958421 -0.91 -3.46 0.22 0.2051
H -1.465597 -0.985388 -1.471918 1.00 0.10 0.52 0.2269
H -0.586318 1.123864 -2.678202 0.52 1.02 -0.71 0.2694
H -0.715849 1.900708 -0.874026 -0.27 -0.98 -2.38 0.2423
H -2.027047 1.229567 -1.776829 -4.16 0.14 -0.57 0.2473
H 1.306277 -2.276650 0.205030 -2.39 0.62 -0.67 0.2430
H -0.227632 -1.981883 1.066198 0.00 0.06 -1.44 0.2439
H -0.264051 -2.617749 -0.705854 -0.05 0.76 0.29 0.2580
H 2.158769 0.178045 -0.539033 0.95 -0.31 -0.51 0.2467
H 0.966728 1.394605 -0.198830 -0.56 1.16 -0.57 0.2418
H 1.373702 0.295757 1.104909 0.13 0.20 -2.20 0.2575
```
Positions in Å, forces in eV/Å.

Computed properties:
ΔE to the lowest compared entry with this formula, charge and spin ... 4.172 eV
Charge ... +1
Gap between HOMO and LUMO ... 10.03 eV
DFT total energy ... -7895.8891 eV

(2)
The molecule C4H2N2O2S at a distorted geometry. Source: OMol25; level of theory: the ωB97M-V functional and the def2-TZVPD basis.

The geometry in XYZ format:
```
11
Properties=species:S:1:pos:R:3:forces:R:3:nbo_charge:R:1
O -3.403038 1.979914 -0.455622 2.23 -2.33 -1.00 -0.5011
C -2.719840 0.994689 -0.549198 -2.71 2.36 1.52 0.8900
N -2.276471 -0.105103 -0.383381 -1.15 1.34 -0.05 -0.5370
C -1.213672 -0.919322 -0.350021 0.61 0.42 -1.54 0.0313
C -0.164966 -0.806069 -1.137887 1.66 0.92 -0.42 -0.3231
C 0.185216 0.219184 -2.194105 -0.39 0.10 0.61 0.6145
O 1.147943 0.938991 -2.318922 -0.45 -0.71 0.26 -0.5186
N -0.913831 0.206094 -3.001116 -0.05 2.00 0.80 -0.6069
S -1.401845 -0.607743 -4.151975 -0.62 -1.31 -2.03 0.5008
H -1.378831 -1.754160 0.237805 0.09 -1.58 1.22 0.2151
H 0.603126 -1.521445 -1.186468 0.79 -1.21 0.63 0.2351
```
Positions in Å, forces in eV/Å.

Computed properties:
ΔE to the lowest compared entry with this formula, charge and spin ... 0.000 eV
SMILES ... O=C=N/C=C\C(=O)N=S
Gap between HOMO and LUMO (spin up / spin down) ... 7.09 / 7.10 eV
DFT total energy ... -22087.4131 eV

(3)
A structure of composition C34H53N4OP2Pb at a distorted geometry. Source: OMol25; level of theory: the ωB97M-V functional and the def2-TZVPD basis.

The geometry in XYZ format:
```
95
Properties=species:S:1:pos:R:3:forces:R:3:mulliken_charge:R:1
C -1.850763 -1.793366 -1.097955 0.60 -0.31 -0.50 -0.0770
C 0.366572 -1.851955 -1.943543 -1.78 -1.48 0.47 -1.0767
C -2.229595 -2.796345 -1.974215 -0.03 -0.63 -0.55 -0.5038
C -0.052211 -2.747201 -2.951405 0.34 0.53 0.26 -0.8648
C -1.329872 -3.267066 -2.920167 -0.39 0.05 -0.54 -1.1243
H -3.236575 -3.199676 -1.897060 0.17 0.05 -0.24 0.6042
H 0.692435 -3.048252 -3.675456 -0.13 -0.20 -0.13 0.6418
H -1.641403 -3.983298 -3.681378 0.07 0.05 0.34 0.4864
N -0.572790 -1.383157 -1.036905 0.17 0.29 0.41 0.9182
P -2.729396 0.389651 0.475567 -1.44 -0.08 0.07 0.4788
P 2.355923 -0.827893 -0.252940 1.28 -1.35 -0.66 0.8152
C -2.982624 -1.280978 -0.234668 0.31 -0.07 0.58 -1.2923
H -3.926659 -1.285547 -0.806897 0.50 0.18 0.07 0.6222
H -3.175068 -2.008343 0.567079 0.23 0.17 -0.06 0.7236
C 0.740229 2.609963 2.468451 1.07 2.92 3.73 0.1077
O 1.001687 3.274098 3.379490 -1.00 -2.56 -3.62 -0.1733
C 1.775972 -1.777102 -1.726508 -1.26 5.22 -0.32 -0.6323
H 2.335054 -1.450106 -2.590775 0.22 -0.81 -0.54 0.9659
C 3.891676 0.423465 -0.545259 -0.26 -0.23 -0.09 1.9520
C 2.969010 -2.585542 0.205036 0.08 0.07 1.10 1.4744
C -3.527509 1.488431 -0.832849 0.11 0.49 0.46 1.6672
C -3.612675 0.372932 2.143962 0.28 0.24 0.00 1.7523
C 3.614903 1.847426 -0.032186 -0.37 -0.08 0.04 -1.4094
H 3.408108 1.862972 1.047970 0.07 -0.04 -0.20 0.2527
H 4.534079 2.440075 -0.193555 -0.42 -0.26 0.04 0.5507
H 2.788802 2.337439 -0.561793 0.23 -0.11 0.13 0.1575
C 5.127802 -0.094747 0.193839 0.07 -0.29 0.16 -1.6744
H 4.945942 -0.142811 1.276795 0.14 0.04 -0.31 0.3278
H 5.460757 -1.076186 -0.165279 -0.08 0.39 0.16 0.2169
H 5.957340 0.614153 0.036433 -0.33 -0.17 -0.04 0.5630
C 4.086754 0.445764 -2.055307 -0.03 0.10 -0.36 -1.7558
H 4.881739 1.165920 -2.304148 -0.17 -0.22 0.08 0.5262
H 4.378962 -0.530351 -2.464389 0.02 0.26 0.10 0.2761
H 3.172569 0.785779 -2.564128 0.27 -0.05 0.05 0.2514
C 3.535794 -2.604497 1.612720 0.29 -0.31 0.37 -1.6325
H 2.849706 -2.116749 2.314860 0.10 -0.13 -0.03 0.1976
H 3.637724 -3.654686 1.908884 0.13 0.19 0.13 0.5116
H 4.515787 -2.133794 1.690970 -0.15 -0.09 0.01 0.3634
C 1.754524 -3.529137 0.190839 -0.27 -0.23 -0.22 -1.6616
H 0.901987 -3.120387 0.748516 0.11 -0.17 0.03 0.0625
H 1.420202 -3.751952 -0.830123 0.05 -0.09 0.44 0.4501
H 2.044459 -4.494265 0.621825 0.00 0.27 0.12 0.6967
C 3.968761 -3.045428 -0.881354 0.40 -0.17 -0.39 -1.4651
H 3.849684 -2.539724 -1.855618 0.31 -0.30 0.64 0.2400
H 5.018432 -2.945887 -0.580040 -0.35 -0.11 0.02 0.4570
H 3.769672 -4.104190 -1.098588 0.18 0.16 0.20 0.3762
C -3.516159 1.750878 2.834865 -0.07 -0.03 -0.02 -1.8108
H -3.941892 1.650258 3.845466 0.13 0.06 -0.29 0.5111
H -2.480806 2.109927 2.944483 -0.18 -0.12 -0.06 0.2387
H -4.093399 2.526672 2.313473 0.18 -0.31 0.21 0.3427
C -2.921096 -0.693482 3.007691 0.07 -0.11 0.01 -1.7175
H -3.071587 -1.699520 2.590248 0.07 0.23 0.29 0.3183
H -1.840728 -0.528880 3.140243 -0.21 0.02 0.01 0.2421
H -3.384994 -0.668081 4.006837 0.19 -0.09 -0.31 0.5824
C -5.077298 -0.046057 2.009243 -0.43 -0.06 0.05 -1.5671
H -5.458521 -0.230403 3.026035 0.07 -0.01 -0.30 0.5258
H -5.715872 0.726177 1.566558 0.26 -0.31 0.20 0.3412
H -5.186399 -0.979958 1.439476 -0.08 0.24 0.16 0.2876
C -2.873340 1.160255 -2.163891 0.41 -0.18 -0.81 -1.6551
H -3.164461 1.928785 -2.909697 0.12 -0.38 0.42 0.6712
H -1.772770 1.148905 -2.104611 -0.47 0.02 -0.05 -0.0517
H -3.208947 0.187145 -2.567863 0.12 0.39 0.19 0.2344
C -3.263102 2.950505 -0.437127 -0.04 0.21 0.02 -1.5116
H -2.190576 3.149929 -0.296063 -0.23 -0.02 -0.10 0.2329
H -3.631891 3.604330 -1.241946 0.13 -0.16 0.24 0.4976
H -3.794893 3.233085 0.483731 0.19 -0.09 -0.41 0.2955
C -5.035464 1.234726 -0.949937 -0.28 0.05 0.16 -1.5386
H -5.274560 0.177449 -1.125352 -0.05 0.30 0.03 0.2840
H -5.596226 1.590497 -0.076546 0.21 -0.07 -0.40 0.3434
H -5.403875 1.801144 -1.819565 0.17 -0.16 0.19 0.5027
Pb 0.033195 0.305412 1.059025 0.49 -0.32 -1.38 2.1618
N 0.365683 1.920320 -1.113369 0.29 1.05 -3.81 -0.4752
C 0.547141 2.143037 -2.271748 0.59 -2.90 3.72 0.0151
C 0.933240 2.099551 -3.658890 -0.22 -0.14 -1.19 0.7605
C 0.848655 3.359600 -4.243245 -0.42 -0.07 0.15 -0.8184
C 1.207188 0.966626 -4.528839 -0.44 0.33 0.20 0.2531
C 0.949741 3.534198 -5.616613 0.17 0.55 0.61 -0.6930
H 0.609211 4.176386 -3.559318 0.15 0.09 -0.54 0.5014
C 1.294022 1.189787 -5.914572 0.10 -0.03 0.59 -0.9000
H 1.321448 -0.077565 -4.178295 -0.24 0.90 0.02 0.3511
C 1.183474 2.469722 -6.466193 -0.15 0.32 0.63 -0.4942
H 0.835613 4.554746 -5.931587 0.06 0.13 -0.62 0.4262
H 1.437478 0.376891 -6.621809 0.11 -0.13 0.44 0.4509
H 1.271374 2.659203 -7.528419 -0.04 -0.25 0.01 0.4483
C 0.997370 -1.078562 6.535746 0.39 -0.78 0.04 -0.8788
N 0.521765 0.041605 5.724363 -0.32 0.43 -0.51 0.0672
C -0.392790 1.031410 6.310236 -0.35 0.41 -0.17 -0.6986
C 0.656089 -0.067663 4.440909 0.72 -1.13 -1.63 0.2822
N 0.892644 -0.351175 3.309981 -0.68 0.93 2.02 -0.5625
H 0.796621 -0.821907 7.573977 0.16 -0.18 -0.07 0.3328
H 2.074495 -1.219856 6.371051 -0.33 0.08 0.21 0.3166
H 0.476582 -2.009561 6.263769 0.09 0.31 0.22 0.3353
H -0.139339 2.043045 5.961253 -0.01 -0.34 0.23 0.2757
H -1.443335 0.820357 6.047000 0.39 -0.03 0.19 0.2986
H -0.264588 0.962640 7.391075 -0.11 0.23 -0.19 0.3012
```
Positions in Å, forces in eV/Å.

Computed properties:
Charge ... +3
Gap between HOMO and LUMO (spin up / spin down) ... 4.80 / 6.87 eV
DFT total energy ... -67922.7298 eV

Q: Which value of DFT total energy does entry 1 give?
A: -7895.8891 eV

Q: What is the DFT total energy in the third record?
A: -67922.7298 eV

Q: The lowest DFT total energy belongs to which entry?
A: C34H53N4OP2Pb